Entry 1:
ORCA calculation (wB97M-V/def2-TZVPD) on 3 unconnected molecules or ions with the total composition C12H30O3.

Bonds (Å) are listed after each position.
Element x y z (Å)
1 C 34.931 83.463 24.417  C2 1.631, H6 0.997, H7 0.898, H8 1.036
2 C 36.028 82.706 25.357  C1 1.631, O3 1.430, H9 1.241, H10 1.133
3 O 37.231 83.110 24.697  C2 1.430, C4 1.450
4 C 38.412 82.939 25.520  O3 1.450, C5 1.384, H11 1.093, H12 1.202
5 C 39.470 83.181 24.662  C4 1.384, H13 1.086, H14 1.046, H15 1.100
6 H 34.894 83.214 23.452  C1 0.997
7 H 35.146 84.335 24.433  C1 0.898
8 H 34.030 83.358 24.918  C1 1.036
9 H 35.571 81.619 25.745  C2 1.241
10 H 36.009 83.422 26.235  C2 1.133
11 H 38.323 81.955 25.987  C4 1.093
12 H 38.403 83.804 26.355  C4 1.202
13 H 39.376 83.967 23.918  C5 1.086
14 H 39.632 82.271 24.173  C5 1.046
15 H 40.233 83.232 25.453  C5 1.100
16 C 37.555 86.234 31.825  C17 1.523, H21 1.047, H22 1.099, H23 1.185
17 C 37.016 85.465 30.626  C16 1.523, O18 1.427, H24 1.055, H25 1.017
18 O 36.968 86.211 29.410  C17 1.427, C19 1.511
19 C 36.395 85.509 28.201  O18 1.511, C20 1.394, H26 1.090, H27 0.940
20 C 36.451 86.326 27.073  C19 1.394, H28 1.078, H29 1.054, H30 1.140
21 H 37.055 87.153 31.874  C16 1.047
22 H 38.646 86.267 31.695  C16 1.099
23 H 37.341 85.756 32.888  C16 1.185
24 H 36.076 85.013 30.786  C17 1.055
25 H 37.591 84.676 30.340  C17 1.017
26 H 35.432 85.002 28.136  C19 1.090
27 H 36.974 84.791 28.020  C19 0.940
28 H 35.902 87.240 27.231  C20 1.078
29 H 36.024 85.872 26.223  C20 1.054
30 H 37.499 86.622 26.737  C20 1.140
31 C 40.773 82.189 28.673  C32 1.488, H36 1.184, H37 1.008, H38 1.099
32 C 41.341 80.964 28.047  C31 1.488, O33 1.414, H39 1.061, H40 1.147
33 O 40.332 80.005 28.297  C32 1.414, C34 1.480
34 C 40.828 78.640 28.012  O33 1.480, C35 1.440, H41 1.199, H42 1.170
35 C 39.845 77.732 28.545  C34 1.440, H43 1.188, H44 1.200, H45 1.109
36 H 39.862 82.626 28.056  C31 1.184
37 H 41.433 82.949 28.618  C31 1.008
38 H 40.561 82.137 29.750  C31 1.099
39 H 42.217 80.707 28.587  C32 1.061
40 H 41.650 80.841 26.949  C32 1.147
41 H 41.969 78.546 28.367  C34 1.199
42 H 40.842 78.621 26.842  C34 1.170
43 H 38.743 77.760 28.102  C35 1.188
44 H 39.867 77.984 29.718  C35 1.200
45 H 40.122 76.658 28.554  C35 1.109

LUMO energy ... 0.032 hartree
Frontier orbital gap ... 10.386 eV
ΔE to the lowest compared entry with this formula, charge and spin ... 32.0 kcal/mol
HOMO level ... -9.51 eV
Multiplicity ... 1



Entry 2:
ORCA calculation (wB97M-V/def2-TZVPD) on 2 unconnected molecules or ions with the total composition C2H7N4O2.

Bonds (Å) are listed after each position.
Element x y z (Å)
1 C -1.252 1.120 0.144  C2 1.479, N5 1.494, H9 1.106, H10 1.144
2 C -1.071 -0.302 0.506  C1 1.479, N3 1.180
3 N -1.642 -1.119 1.138  C2 1.180, O7 1.175
4 N 0.340 -1.057 -1.056  N6 1.726, O8 1.155
5 N 0.050 1.600 -0.409  C1 1.494, H11 1.092, H12 1.010
6 N 1.474 -1.783 0.025  N4 1.726, H13 0.994, H14 1.052, H15 0.978
7 O -1.972 -2.132 1.635  N3 1.175
8 O 0.849 -0.155 -1.566  N4 1.155
9 H -2.003 1.217 -0.663  C1 1.106
10 H -1.490 1.731 1.081  C1 1.144
11 H 0.434 2.235 0.393  N5 1.092
12 H -0.105 2.121 -1.260  N5 1.010
13 H 2.265 -1.185 0.095  N6 0.994
14 H 1.828 -2.658 -0.439  N6 1.052
15 H 1.183 -1.811 0.959  N6 0.978

LUMO energy (spin up / spin down) ... -0.205 / -0.205 hartree
Frontier orbital gap (spin up / spin down) ... 7.989 / 7.990 eV
ΔE to the lowest compared entry with this formula, charge and spin ... 159.9 kcal/mol
HOMO level (spin up / spin down) ... -13.57 / -13.58 eV
Multiplicity ... 1
Charge ... +1



Entry 3:
ORCA calculation (wB97M-V/def2-TZVPD) on a gas-phase ion, C4H11N2S (charge -1).

Bonds (Å) are listed after each position.
Element x y z (Å)
1 N 2.840 -1.408 1.358  C2 1.453, H8 1.017, H9 1.009
2 C 1.976 -0.698 0.431  N1 1.453, C3 1.592, H10 1.090, H11 1.090
3 C 1.403 0.608 1.139  C2 1.592, N4 1.444, H12 1.096, H13 1.091
4 N 0.656 1.552 0.341  C3 1.444, C5 1.505, H14 1.007
5 C -0.753 1.192 -0.045  N4 1.505, C6 1.483, H15 1.093, H16 1.101
6 C -1.131 -0.117 -0.632  C5 1.483, S7 1.836, H17 1.111, H18 1.096
7 S -2.782 -0.276 -1.421  C6 1.836
8 H 2.877 -2.394 1.113  N1 1.017
9 H 2.478 -1.338 2.297  N1 1.009
10 H 1.062 -1.190 0.097  C2 1.090
11 H 2.483 -0.376 -0.480  C2 1.090
12 H 0.819 0.270 2.003  C3 1.096
13 H 2.334 1.085 1.447  C3 1.091
14 H 1.115 1.884 -0.491  N4 1.007
15 H -1.341 1.452 0.839  C5 1.093
16 H -1.072 1.989 -0.733  C5 1.101
17 H -0.441 -0.529 -1.400  C6 1.111
18 H -1.097 -0.935 0.096  C6 1.096

LUMO energy ... 0.132 hartree
Frontier orbital gap ... 5.858 eV
ΔE to the lowest compared entry with this formula, charge and spin ... 29.0 kcal/mol
HOMO level ... -2.28 eV
Multiplicity ... 1
Charge ... -1



Molar mass in g/mol, matching the order above: 222.4 119.1 119.2
F_max in eV/A, matching the order above: 11.47 3.84 2.62